(1)
{"formula": "C2H3NO2S2", "method": "ωB97M-V/def2-TZVPD", "species": ["C", "C", "N", "O", "O", "S", "S", "H", "H", "H"], "positions_angstrom": [[-1.20361, 0.68976, -0.63208], [0.16057, 0.72818, -0.49742], [-1.94223, -0.22245, 0.02835], [-0.34112, -2.00979, -0.71280], [2.07196, 0.27915, 1.23972], [0.89764, -0.55010, 0.44986], [-1.32350, -1.62776, 0.32172], [-1.70026, 1.56132, -1.27260], [0.92793, 1.40493, -0.90845], [2.45263, -0.25324, 1.98371]], "forces_ev_per_a": [[0.26, 2.20, -1.67], [0.96, -0.83, 0.68], [-0.92, -0.15, 0.30], [-0.21, -1.05, -0.28], [0.86, 0.76, 1.01], [0.75, -0.15, -0.18], [-0.84, 0.93, -0.65], [0.82, -2.14, 1.64], [-1.00, 0.01, 0.27], [-0.67, 0.42, -1.12]], "lumo_energy_ev": [-0.6395, -0.6391], "charge": 0, "de_lowest_kcal_mol": 68.56, "energy_ha": -1079.51152, "e_homo_ev": [-8.963, -8.964], "homo_lumo_gap_ev": [8.32, 8.32], "molar_mass_g_mol": 137.19, "largest_force_ha_per_bohr": 0.055}

=====

(2)
{"formula": "C19H30Br2N4O4P", "method": "ωB97M-V/def2-TZVPD", "species": ["C", "C", "O", "C", "O", "C", "C", "C", "P", "C", "C", "N", "C", "C", "O", "O", "C", "Br", "C", "C", "Br", "H", "H", "H", "H", "H", "H", "H", "H", "H", "H", "H", "H", "H", "H", "H", "H", "H", "H", "H", "H", "H", "C", "C", "N", "H", "H", "H", "C", "C", "N", "H", "H", "H", "C", "C", "N", "H", "H", "H"], "positions_angstrom": [[4.72454, 1.85473, 5.03107], [4.06381, 1.42885, 3.73371], [3.88129, 2.59542, 2.90251], [2.87491, 2.51195, 2.00537], [1.77109, 2.91524, 2.25265], [3.23455, 1.91164, 0.66592], [2.07970, 1.08249, 0.10079], [1.91655, -0.26998, 0.83817], [0.18324, -0.65323, 1.15460], [0.05265, -2.31212, 1.89011], [1.40280, -2.95837, 2.14005], [1.95448, -3.84377, 1.42784], [-0.29981, 0.58466, 2.39698], [-1.55704, 0.28104, 3.19130], [-1.63640, -0.66402, 3.92449], [-2.52928, 1.19351, 3.04067], [-0.82153, -0.52023, -0.32041], [-2.34291, 0.58644, -0.12123], [-0.57963, -1.10904, -1.50311], [-1.36329, -0.95263, -2.74847], [0.90340, -2.27757, -1.64570], [3.98154, 2.21032, 5.74469], [5.47297, 2.62248, 4.84425], [5.21361, 0.98822, 5.48149], [3.08232, 0.99027, 3.94716], [4.68451, 0.69886, 3.20353], [4.14024, 1.30884, 0.76765], [3.45998, 2.72092, -0.03329], [1.15965, 1.66416, 0.17441], [2.28607, 0.86966, -0.94881], [2.35419, -0.20535, 1.84385], [2.41762, -1.09269, 0.33539], [-0.57421, -2.94447, 1.25707], [-0.46136, -2.21093, 2.85116], [1.92640, -2.63718, 3.04379], [1.37052, -4.08113, 0.62275], [0.52529, 0.57545, 3.11519], [-0.31703, 1.56707, 1.92790], [-2.99863, 1.26638, 3.88917], [-2.37620, -0.62482, -2.53651], [-0.87974, -0.21876, -3.40437], [-1.40973, -1.88232, -3.31529], [-1.38079, 4.87323, -0.59728], [-1.25650, 4.23125, -1.90125], [-1.15705, 3.71305, -2.92261], [-0.98436, 5.88551, -0.64482], [-2.42815, 4.91638, -0.30472], [-0.82332, 4.30984, 0.14936], [-5.88750, -0.44042, -4.00073], [-5.04220, -1.33003, -3.21425], [-4.37399, -2.03151, -2.59437], [-6.50076, -1.02498, -4.68350], [-6.53616, 0.13099, -3.33985], [-5.26751, 0.24513, -4.57566], [-1.78296, -4.84542, -5.73958], [-1.11250, -3.55148, -5.78615], [-0.58001, -2.53304, -5.82833], [-1.54320, -5.35333, -4.80759], [-2.86021, -4.70526, -5.80201], [-1.45395, -5.45986, -6.57518]], "forces_ev_per_a": [[-0.13, -0.33, 0.03], [0.14, 0.08, 0.17], [0.00, 0.07, 0.11], [-0.03, 0.05, -0.12], [-0.13, -0.07, 0.08], [-0.04, -0.32, -0.09], [0.23, -0.32, -0.04], [0.15, 0.52, 0.28], [0.27, -0.40, 0.07], [-0.04, -0.33, 0.26], [0.16, -0.23, -0.16], [-0.20, 0.25, 0.15], [-0.16, -0.08, -0.40], [-0.17, -0.02, -0.01], [0.07, -0.01, 0.14], [0.54, 0.46, 0.40], [-0.10, 0.09, -0.25], [-0.03, 0.08, -0.03], [-0.01, 0.06, 0.37], [-0.07, 0.02, -0.34], [-0.02, -0.01, -0.08], [0.10, 0.22, -0.09], [-0.02, -0.01, 0.02], [0.03, 0.07, -0.02], [0.04, -0.05, -0.06], [-0.07, 0.06, -0.08], [-0.02, 0.07, -0.06], [0.06, 0.08, 0.15], [0.07, 0.12, -0.20], [-0.23, 0.09, -0.02], [-0.03, -0.06, -0.04], [-0.07, 0.01, 0.00], [0.09, 0.12, -0.13], [-0.07, 0.15, -0.11], [-0.01, 0.05, -0.06], [0.05, -0.06, 0.00], [-0.05, 0.00, 0.00], [-0.05, -0.01, 0.05], [-0.33, -0.33, -0.28], [0.07, 0.02, 0.03], [0.04, -0.02, 0.12], [0.06, 0.02, 0.12], [0.00, 0.04, -0.03], [0.03, -0.17, -0.21], [-0.01, 0.04, 0.27], [0.00, 0.01, 0.01], [0.00, 0.01, 0.01], [0.01, 0.01, 0.01], [0.00, 0.00, -0.01], [0.13, -0.21, 0.16], [-0.18, 0.18, -0.14], [-0.01, 0.01, 0.00], [-0.01, 0.00, -0.01], [-0.01, 0.00, 0.00], [-0.01, 0.00, -0.02], [0.15, 0.24, -0.05], [-0.16, -0.23, 0.13], [-0.01, -0.01, 0.00], [0.00, -0.01, 0.00], [0.00, -0.01, 0.00]], "lumo_energy_ev": -3.0386, "charge": 1, "energy_ha": -6751.09052, "e_homo_ev": -12.638, "homo_lumo_gap_ev": 9.60, "molar_mass_g_mol": 569.25, "largest_force_ha_per_bohr": 0.016}